1.
55
Properties=species:S:1:pos:R:3:forces:R:3 method="wB97M-V/def2-TZVPD" orbital_gap_ev="5.1 / 4.3" multiplicity=5 s2=6.08 homo_energy_ev="-11.0 / -14.4" total_charge=+2 energy_ha=-4262.6003
C -0.367031 3.299657 -1.128137 -4.1 -2.1 -0.8
C -1.789383 -4.697443 2.441416 1.4 0.6 -0.1
H -0.984129 -1.638586 -1.950989 0.8 -0.6 0.5
H 2.678985 -2.188840 1.053602 -0.2 0.2 -0.3
H 2.766110 3.227519 0.223241 -0.1 0.1 -0.3
C -3.235139 -0.038347 0.833509 0.6 -1.7 0.3
C 0.753654 2.742606 -0.512247 2.0 1.6 -0.1
H 0.719180 6.441157 -1.767593 0.0 -1.1 0.1
Cl 2.508218 0.651340 -2.568325 0.3 -0.2 -0.2
S -2.932662 2.460728 -2.231088 -0.4 -0.1 -0.3
H -2.496434 -0.433723 1.603400 -1.1 0.9 -1.0
C -2.779158 0.764413 -0.263781 2.4 1.4 2.1
H 2.097163 -3.477390 -0.019328 -0.2 1.2 0.1
C -1.566876 2.423716 -1.141258 2.5 4.3 -2.3
H -0.252050 -4.308793 3.975531 -0.3 0.0 -0.6
C 4.625212 0.790330 -0.868646 0.5 -0.8 -2.0
C -3.658858 1.174698 -1.288146 -0.4 0.7 -1.5
Cl 4.972333 1.150108 3.098582 -0.3 -0.2 -0.7
H -1.995890 -5.680121 2.822378 -0.6 -0.1 0.3
C 5.174506 0.745329 0.448156 2.1 0.9 -2.2
C 0.716239 5.363114 -1.474896 -2.1 1.5 -1.5
H 0.916819 -2.528731 2.555010 -1.5 -0.7 0.5
Cl 1.817635 0.907324 2.650294 0.7 0.0 -0.4
C -0.430743 4.574541 -1.706792 1.6 0.5 -0.1
H -5.013808 -1.226645 1.400973 0.3 0.0 0.8
H 0.630761 -1.434995 -2.444412 0.5 -0.6 0.2
N -1.528153 1.441670 -0.266955 -3.2 -5.3 2.4
C -1.774725 -3.062481 0.599406 -1.4 -1.4 1.2
C 2.396407 0.715897 0.082279 -1.6 -1.6 -1.7
C -5.355749 -0.151059 -0.381365 0.0 0.1 -0.4
C -4.524256 -0.513130 0.770271 -0.3 0.8 -2.1
Pd 0.386072 0.696035 -0.140168 1.5 1.1 0.6
C -0.705375 -3.990953 3.025273 0.2 0.2 -0.1
H 2.666526 5.527753 -0.647679 -0.1 -0.2 -0.2
C 1.824744 4.869822 -0.855441 1.3 -1.2 1.3
H 2.743035 -1.954999 -0.760922 -0.8 -0.4 1.1
Cl 5.696130 1.003873 -2.282413 -1.1 -0.4 1.5
C -0.607604 -2.499565 1.060213 0.2 -1.3 1.5
H -1.303962 4.841135 -2.344290 0.8 0.2 0.9
P 0.502699 -1.627360 0.013175 -0.3 0.4 -2.2
C 1.902760 3.535551 -0.365171 -1.3 0.2 0.3
H -3.083382 -4.704051 0.711848 -0.9 -0.6 -0.1
C 0.049940 -2.046375 -1.748227 -1.7 1.8 0.6
C -0.108952 -2.954254 2.319934 1.4 0.6 -0.8
C 2.947456 0.811583 1.309799 1.0 0.7 2.9
H -6.410137 -0.445644 -0.441483 0.5 -0.2 0.4
H -5.597405 0.861222 -2.313472 0.7 -0.1 0.7
Cl 6.866685 0.784928 0.645348 -0.9 -0.2 -0.1
H -2.361335 -2.649070 -0.200997 0.3 -0.1 -0.6
C 3.265157 0.596290 -1.041978 0.8 1.6 -0.2
C 2.132076 -2.352997 0.112198 1.5 -1.3 -0.5
C 4.335887 0.909157 1.518106 -2.2 -0.3 2.8
H 0.018476 -3.102402 -1.912637 0.3 -0.6 -0.3
C -4.913944 0.610569 -1.476587 -0.2 0.1 1.0
C -2.333698 -4.214085 1.271505 1.3 1.9 -0.7

---

2.
61
Properties=species:S:1:pos:R:3:forces:R:3 method="wB97M-V/def2-TZVPD" orbital_gap_ev=6.0 e_above_lowest_kcal_mol=14.9 homo_energy_ev=-8.0 total_charge=0 energy_ha=-7378.8056
C -3.855136 -1.500983 1.961559 0.0 0.0 0.0
S -3.126968 2.437613 4.149023 0.0 0.0 0.0
C -2.707339 -1.107996 1.287443 0.0 0.0 0.0
C -2.684750 -1.012997 -0.104279 0.0 0.0 0.0
S -1.803064 0.309451 5.738949 0.0 0.0 0.0
C -1.102234 0.743498 4.201855 0.0 -0.1 -0.1
S 3.626923 -0.193609 -0.140472 0.0 0.0 0.0
C -1.576761 3.199831 -2.899177 0.0 0.0 0.0
C -2.139993 2.876212 -4.124279 0.0 0.0 0.0
H 7.466547 2.359842 2.550189 0.0 0.0 0.0
C -0.044818 -4.323475 -2.170833 0.0 0.0 0.0
C 0.791919 -4.098736 -3.254272 0.0 0.0 0.0
C 4.152395 1.746887 2.885627 -0.1 0.1 0.1
C -1.697037 1.702833 3.473068 -0.1 0.0 0.0
C 4.576845 3.154050 0.978294 0.0 -0.1 0.0
H -1.821393 -0.869999 1.863645 0.0 0.0 0.0
H -3.851051 -1.561099 3.042514 0.0 0.0 0.0
H -5.900620 -2.112727 1.772449 0.0 0.0 0.0
H 3.458451 1.239459 3.544416 0.0 0.0 -0.1
H 4.205871 3.715942 0.131011 0.0 0.0 0.0
H 0.667133 -0.720140 -3.353982 0.0 0.0 0.0
O -0.064947 0.123370 0.026338 0.1 -0.1 0.2
H -1.299161 -3.435915 -0.680743 0.0 0.0 0.0
H -0.836386 2.466034 -1.034825 0.0 0.0 0.0
C 1.050081 -2.799414 -3.673995 0.0 0.0 0.0
H -5.896266 -1.964819 -0.695266 0.0 0.0 0.0
H 5.868975 1.162030 4.013473 0.0 0.0 0.0
C -5.000870 -1.726964 -0.136268 0.0 0.0 0.0
H -2.828779 1.293393 -5.398973 0.0 0.0 0.0
S 4.120067 -5.009488 -1.320682 0.0 0.0 0.0
H 6.623607 3.655525 0.616448 0.0 0.0 0.0
H -0.242302 -5.335066 -1.840550 0.0 0.0 0.0
H -2.376136 3.657478 -4.835260 0.0 0.0 0.0
S 2.476150 -0.663720 1.519838 0.1 -0.1 0.1
C -0.633704 -3.249102 -1.515560 0.0 0.0 0.0
Si -1.173907 -0.485740 -1.054193 0.0 0.0 0.0
O -3.989741 1.576062 6.488696 0.0 0.0 0.0
As 3.152641 -3.261000 -1.015343 0.0 0.0 0.0
S 4.786717 -1.881654 -0.292233 0.0 0.0 0.0
C -5.003114 -1.810173 1.249171 0.0 0.0 0.0
C 6.406456 2.390668 2.336974 0.0 0.0 0.0
S -1.112335 2.209422 1.927877 0.2 0.0 0.0
C 5.511669 1.714571 3.154480 0.0 0.0 0.0
H 1.702674 -2.622780 -4.519931 0.0 0.0 0.0
C 0.464980 -1.728785 -3.012467 0.0 0.0 0.0
H -3.873895 -1.257067 -1.885273 0.0 0.0 0.0
S 0.297709 -0.099935 3.596536 0.0 -0.1 0.2
C -1.529252 0.857363 -2.286251 0.0 0.1 0.0
C 5.934510 3.117982 1.253989 0.0 0.0 0.0
C -1.276100 2.197339 -1.988218 0.0 0.0 0.0
Re 0.742282 0.730613 1.565977 -0.3 0.1 -0.5
S 1.957845 2.631749 1.398243 -0.1 0.2 0.3
H -1.371690 4.233232 -2.651500 0.0 0.0 0.0
C -0.391370 -1.935392 -1.925549 0.0 -0.1 0.0
C 3.687167 2.449712 1.782261 0.0 0.0 -0.2
C -2.088451 0.550429 -3.529829 0.0 0.0 0.0
C -3.853003 -1.329996 -0.803691 0.0 0.0 0.0
C -3.156708 1.465533 5.640143 0.0 0.0 0.0
H -2.274317 -0.483423 -3.799505 0.0 0.0 0.0
C -2.395756 1.549475 -4.440739 0.0 0.0 0.0
H 1.249745 -4.935402 -3.766348 0.0 0.0 0.0

---

3.
65
Properties=species:S:1:pos:R:3:forces:R:3 method="wB97M-V/def2-TZVPD" orbital_gap_ev=7.1 smiles="O=C=NC1=C(Br)C(=O)c2c(CB(O)O)c(CC(=O)Br)c(CCF)c(CCCC(F)(F)C(F)(F)F)c2C1=O.O=C1C=CC(=O)C=C1" homo_energy_ev=-9.5 total_charge=0 energy_ha=-7468.8962
C 2.164271 0.510712 0.957385 0.4 0.9 -0.3
C -1.797079 0.360643 1.470235 -1.1 0.2 -3.0
C 5.857690 1.886715 -1.087456 0.1 0.5 0.1
C -6.137522 -0.144946 -0.506419 1.2 -0.3 3.5
O 8.966392 3.535480 -1.610862 -0.6 -0.6 -0.1
C -1.686522 0.297629 3.135025 1.1 0.3 -0.9
H 0.217048 0.252376 -5.254302 -1.7 -0.3 -0.7
O 5.232382 -0.239422 -1.887897 0.4 0.5 0.0
N -7.178308 0.188986 1.876304 -1.7 -6.8 1.1
H 9.308084 1.301316 -2.887212 0.0 0.0 0.0
C 0.504506 1.550471 -2.106574 -0.3 0.0 1.2
C -0.264643 -3.679590 3.270216 0.2 0.4 -2.6
C -7.913689 -0.900160 2.279241 -3.4 -2.5 -1.8
F 1.216674 -3.557317 3.271280 -4.3 -0.8 0.5
H -3.521334 0.578208 -3.845051 2.2 0.1 1.1
H -0.741519 -2.182514 -3.627427 -1.4 0.4 -1.1
F -0.616256 -4.810943 2.333547 1.3 3.3 2.8
H 1.026186 2.539875 0.930731 -0.1 -2.5 0.7
O -8.817863 -1.891140 2.445534 7.7 8.5 -0.9
C 6.091454 0.629223 -1.824933 -0.6 -0.5 0.0
H 2.584085 -0.069693 1.901075 -1.0 1.2 -2.2
H -2.729026 0.277238 3.666040 2.0 -0.3 -1.4
C 8.341084 1.409343 -2.411301 -0.2 -0.4 -0.2
H -0.277578 -2.140177 1.586800 -1.2 -0.5 2.3
H 0.799940 0.711938 -2.903090 -0.9 2.2 1.5
F -1.254382 -5.542514 4.680276 1.0 5.1 0.5
F 3.251129 1.488322 0.575628 -2.1 -1.8 0.8
H 4.890689 1.994742 -0.611547 0.1 -0.1 -0.1
O -5.024957 -1.198373 -2.665058 0.9 4.7 7.4
C 8.107320 2.666836 -1.673826 0.6 0.7 0.1
C 7.402335 0.460656 -2.482493 0.4 0.1 -0.1
O 0.653638 3.300416 -4.038893 -3.2 -2.0 8.7
C -3.371711 -0.024976 -0.938027 2.0 0.8 1.7
C 0.842057 1.418677 1.296165 -0.2 0.6 -0.7
C -0.537827 0.930907 0.528544 -3.3 -1.3 -1.1
C -0.905269 -4.075397 4.726421 0.0 -2.8 1.9
H 1.499784 1.715473 -1.469409 -2.3 -0.2 -1.2
H -2.054828 1.759799 -3.904204 -0.6 -2.3 1.0
Br -7.844174 0.434024 -1.412927 2.3 -0.9 1.3
C -0.737927 1.007606 -1.130060 -2.0 -0.9 1.7
H 6.640555 3.762990 -0.478585 0.0 0.0 0.0
C -6.000820 -0.209658 1.004248 0.2 -0.1 -4.3
C -0.877010 -2.295611 2.607021 0.4 -0.5 -0.4
H 0.439725 -0.613504 3.471314 -2.5 -0.7 0.1
H -1.985868 -2.514061 2.296081 2.0 0.5 0.9
O -1.569265 -1.887923 -4.110295 1.3 2.9 0.5
B -1.545548 -0.439926 -4.396346 1.5 -0.9 -0.9
H -1.133882 1.273927 3.542246 -1.3 -2.0 -1.1
C 6.796439 2.835402 -1.016265 -0.4 -0.2 0.1
F 0.163508 -3.951339 5.783861 -4.1 0.0 -3.3
H 0.750516 1.476589 2.462218 -0.3 -0.2 -2.4
O -4.409115 -1.466045 2.688658 -0.7 5.1 -6.5
C -2.382226 0.676720 -3.524765 -0.3 1.0 0.5
C -4.516060 -0.681014 1.613709 0.5 -2.5 3.0
C 0.177809 3.013321 -2.799625 2.9 0.3 -7.3
F -2.156758 -3.359305 5.075953 4.7 -2.3 -1.1
C -2.160640 0.556374 -1.883967 -0.4 -0.7 3.3
C -0.693736 -0.963095 3.547937 0.2 0.1 0.5
H -0.889210 -1.160597 4.695572 0.4 0.1 -2.4
H 2.009281 -0.165044 0.013444 0.4 1.2 2.0
Br -0.956945 4.389240 -1.890981 1.1 -1.5 -0.6
C -3.213340 -0.124341 0.724174 2.4 1.2 -1.6
C -4.859943 -0.521825 -1.518357 0.0 -2.4 -3.7
O -0.730019 0.085208 -5.538555 -0.2 -1.0 3.1
H 7.558219 -0.466931 -3.020174 0.0 0.0 0.0